Record 1
{
  "formula": "C27H30BBr2N11O4Pm",
  "method": "the ωB97M-V functional and the def2-TZVPD basis",
  "symbols": ["Pm", "C", "C", "C", "C", "N", "N", "B", "N", "C", "C", "C", "C", "N", "N", "C", "C", "C", "C", "N", "N", "C", "C", "C", "C", "N", "H", "H", "H", "H", "H", "H", "H", "H", "H", "H", "H", "H", "H", "H", "H", "H", "H", "H", "H", "H", "Br", "C", "Br", "H", "H", "N", "C", "C", "N", "C", "H", "H", "H", "H", "O", "C", "O", "C", "C", "C", "C", "C", "C", "N", "O", "O", "H", "H", "H", "H"],
  "positions_angstrom": [[0.244, -0.194, -0.467], [3.550, -1.505, -1.818], [3.684, -0.702, -0.565], [4.842, -0.511, 0.201], [4.452, 0.302, 1.235], [3.139, 0.587, 1.094], [2.661, -0.043, -0.011], [2.249, 1.528, 1.945], [1.511, 2.560, 1.063], [1.415, 3.898, 1.232], [0.665, 4.418, 0.209], [0.297, 3.313, -0.567], [-0.510, 3.322, -1.826], [0.795, 2.192, -0.030], [1.226, 0.712, 2.745], [0.971, 0.620, 4.065], [-0.099, -0.218, 4.247], [-0.469, -0.616, 2.962], [-1.568, -1.555, 2.595], [0.325, -0.047, 2.045], [3.261, 2.371, 2.796], [4.245, 3.212, 2.183], [4.972, 3.791, 3.162], [4.414, 3.286, 4.359], [4.777, 3.559, 5.749], [3.356, 2.408, 4.064], [4.180, -2.391, -1.768], [2.526, -1.815, -2.001], [3.872, -0.910, -2.674], [5.818, -0.928, 0.019], [5.033, 0.670, 2.067], [1.876, 4.404, 2.067], [0.411, 5.451, 0.035], [-0.331, 4.249, -2.366], [-0.238, 2.494, -2.476], [-1.578, 3.269, -1.614], [1.572, 1.142, 4.788], [-0.550, -0.516, 5.178], [-1.644, -2.348, 3.339], [-2.529, -1.039, 2.571], [-1.394, -2.016, 1.628], [4.302, 3.292, 1.106], [5.793, 4.483, 3.066], [5.644, 4.208, 5.817], [3.928, 4.020, 6.269], [4.964, 2.618, 6.280], [-2.560, 1.121, 0.221], [-3.960, -0.056, -0.450], [-3.377, -1.877, -0.594], [-4.239, 0.303, -1.430], [-4.772, -0.002, 0.260], [0.366, -4.873, 0.061], [1.527, -4.521, 0.710], [1.621, -3.175, 0.577], [0.524, -2.699, -0.128], [-0.202, -3.761, -0.426], [0.003, -5.808, -0.038], [2.177, -5.238, 1.181], [2.392, -2.521, 0.946], [-1.116, -3.763, -0.996], [0.957, 0.233, -2.541], [-0.170, -0.085, -3.060], [-1.137, -0.391, -2.293], [-0.346, -0.093, -4.527], [-1.575, -0.448, -5.071], [-1.743, -0.451, -6.444], [-0.669, -0.102, -7.239], [0.564, 0.253, -6.724], [0.723, 0.258, -5.350], [-0.847, -0.106, -8.715], [0.118, 0.191, -9.385], [-1.975, -0.257, -9.132], [-2.394, -0.721, -4.419], [-2.682, -0.720, -6.904], [1.371, 0.512, -7.394], [1.668, 0.535, -4.903]],
  "e_homo_ev": [-14.08, -14.08],
  "lumo_ev": [-5.2215, -9.0690],
  "total_charge": 2,
  "e_tot_ha": -7731.06102,
  "homo_lumo_gap_ev": [8.86, 5.01],
  "spin_multiplicity": 6
}



Record 2
{
  "formula": "C27H30Br2MoN4O2SSe4Si",
  "method": "the ωB97M-V functional and the def2-TZVPD basis",
  "symbols": ["Mo", "Se", "Se", "Se", "Se", "C", "C", "C", "C", "C", "C", "C", "S", "O", "O", "N", "C", "C", "C", "C", "C", "N", "H", "H", "H", "H", "H", "H", "H", "H", "H", "H", "H", "Br", "C", "C", "C", "N", "C", "C", "C", "C", "C", "Br", "C", "C", "N", "H", "H", "H", "H", "H", "H", "C", "Si", "C", "C", "C", "H", "H", "H", "H", "H", "H", "H", "H", "H", "H", "H", "C", "H", "H"],
  "positions_angstrom": [[1.110, 0.156, 1.191], [2.293, 1.949, -0.075], [4.520, 2.205, 0.346], [1.966, 5.931, 0.614], [1.457, 3.798, 1.106], [-6.805, 2.023, -2.759], [-5.329, 1.934, -2.471], [-4.746, 0.735, -2.074], [-3.391, 0.669, -1.783], [-2.617, 1.811, -1.886], [-3.176, 3.014, -2.287], [-4.529, 3.070, -2.581], [-0.848, 1.717, -1.624], [-0.391, 3.077, -1.740], [-0.415, 0.772, -2.616], [-0.655, 1.069, -0.166], [-1.131, 1.707, 0.947], [-2.247, 2.532, 1.087], [-2.632, 2.920, 2.361], [-1.926, 2.445, 3.458], [-0.810, 1.661, 3.246], [-0.381, 1.338, 2.020], [-7.288, 1.054, -2.637], [-6.979, 2.372, -3.779], [-7.281, 2.734, -2.081], [-5.360, -0.154, -1.989], [-2.928, -0.264, -1.483], [-2.534, 3.883, -2.354], [-4.974, 4.008, -2.893], [-2.787, 2.863, 0.216], [-3.492, 3.566, 2.488], [-2.222, 2.693, 4.468], [-0.216, 1.282, 4.067], [5.581, -4.749, 2.593], [4.348, -3.344, 2.201], [4.834, -2.105, 1.778], [3.893, -1.126, 1.514], [2.579, -1.295, 1.627], [2.104, -2.519, 2.045], [3.013, -3.570, 2.343], [0.706, -2.641, 2.121], [0.015, -3.849, 2.412], [-1.341, -3.853, 2.410], [-2.290, -5.467, 2.789], [-2.077, -2.686, 2.109], [-1.346, -1.555, 1.826], [-0.012, -1.481, 1.828], [5.887, -1.913, 1.641], [4.224, -0.143, 1.188], [2.643, -4.530, 2.670], [0.570, -4.752, 2.619], [-3.155, -2.679, 2.090], [-1.876, -0.642, 1.580], [4.172, -1.801, -1.811], [2.481, -1.010, -2.198], [2.946, 0.596, -3.093], [1.635, -2.129, -3.492], [1.390, -1.102, -0.672], [4.765, -1.896, -2.727], [4.742, -1.187, -1.112], [4.064, -2.799, -1.376], [3.815, 1.068, -2.630], [2.130, 1.315, -3.097], [3.195, 0.381, -4.138], [2.260, -2.301, -4.374], [0.700, -1.666, -3.816], [1.393, -3.102, -3.054], [1.443, -2.160, -0.377], [0.369, -0.966, -1.046], [2.097, 0.834, 2.783], [1.825, 1.781, 3.270], [3.020, 0.473, 3.241]],
  "e_homo_ev": [-0.55, -1.21],
  "lumo_ev": [3.7629, 3.6098],
  "total_charge": -2,
  "e_tot_ha": -16926.05884,
  "homo_lumo_gap_ev": [4.31, 4.82],
  "spin_multiplicity": 3,
  "de_lowest_ev": 2.052
}